Formula: C6H7HgMgO6
Source: OMol25
Level of theory: the ωB97M-V functional and the def2-TZVPD basis

Values from the calculation:
- HOMO level (spin up / spin down) (eV) = -14.9 / -14.8
- largest force on an atom (eV/Å) = 4.22
- frontier orbital gap (spin up / spin down) (eV) = 4.2770 / 4.1644
- E (Ha) = -1036.8946
- ΔE to the lowest compared entry with this formula, charge and spin (kJ/mol) = 293.1
- molar mass (u) = 400.0

The geometry in ORCA input format:
```
! wB97M-V def2-TZVPD RIJCOSX def2/J DEFGRID3
* xyz 2 2
Mg 2.03884 2.50148 -0.20201
O 0.43889 1.35475 -0.48231
O 1.18519 -0.92187 -0.73205
C 2.58204 -1.08308 -1.01699
C 3.23777 -0.46620 0.20818
O 2.28867 0.57327 0.55367
C 1.01459 0.18783 0.01639
H 2.78671 -2.15110 -1.13065
H 2.83754 -0.54515 -1.94020
H 4.20676 -0.00087 0.00989
H 3.30674 -1.16436 1.05051
Hg -6.72892 0.01347 -1.11721
O -4.37072 1.39562 -0.70262
O -2.47629 0.89084 0.36375
C -1.58957 -0.04234 0.72459
C -0.18765 0.36040 0.84639
O -4.03871 -0.71852 -0.11789
C -3.70608 0.46779 -0.22914
H -2.02078 -0.64016 1.54375
H -0.09134 1.05647 1.69133
H -0.71369 -1.06826 0.66262
*
```

Formula: C6H7I2N2O2
Source: OMol25
Level of theory: the ωB97M-V functional and the def2-TZVPD basis

Values from the calculation:
- HOMO level (spin up / spin down) (eV) = -12.3 / -12.3
- largest force on an atom (eV/Å) = 5.73
- frontier orbital gap (spin up / spin down) (eV) = 6.3166 / 6.3159
- E (Ha) = -1087.5803
- ΔE to the lowest compared entry with this formula, charge and spin (kJ/mol) = 684.1
- molar mass (u) = 392.9

The geometry in ORCA input format:
```
! wB97M-V def2-TZVPD RIJCOSX def2/J DEFGRID3
* xyz 1 1
C 0.00654 1.24034 0.15225
C 1.20554 0.67278 0.28459
C -1.28645 0.80364 -0.27319
C -2.13143 -0.19520 -0.56040
C 1.91394 -0.53756 -0.25524
C 1.56046 -1.73532 0.48951
N 0.62008 -2.47694 0.08988
N -2.10138 2.11747 -0.38161
O 0.07028 -2.19950 -0.96173
O -0.08383 -3.24574 0.84617
I -2.05839 -2.13705 -0.03536
I 4.06751 -0.31970 -0.34540
H -0.12891 2.22486 0.62453
H 1.83909 1.26771 0.94692
H 1.55026 -0.76921 -1.31775
H 1.91598 -1.91710 1.55179
H -2.77546 2.20344 0.37909
H -2.67860 2.05062 -1.20073
H -1.50522 2.95247 -0.03332
*
```

Formula: C6H7N
Source: OMol25
Level of theory: the ωB97M-V functional and the def2-TZVPD basis

Values from the calculation:
- HOMO level (eV) = -8.1
- largest force on an atom (eV/Å) = 1.21
- frontier orbital gap (eV) = 9.0899
- E (Ha) = -287.5430
- ΔE to the lowest compared entry with this formula, charge and spin (kJ/mol) = 116.2
- structure (SMILES) = C=Cc1cc[nH]c1
- molar mass (u) = 93.1

The geometry in ORCA input format:
```
! wB97M-V def2-TZVPD RIJCOSX def2/J DEFGRID3
* xyz 0 1
C 1.11079 -0.66417 0.81969
C 1.11677 0.25287 1.84366
N 0.21917 1.23062 1.53631
C -0.42048 0.94268 0.36323
C 0.16005 -0.21059 -0.12521
C -0.18614 -0.84137 -1.40299
C -1.36256 -0.66610 -2.00946
H 1.83301 -1.42688 0.58385
H 1.40758 0.16331 2.87842
H -0.00883 1.97233 2.17946
H -0.87234 1.74580 -0.19401
H 0.57400 -1.43931 -1.89139
H -1.46821 -1.03780 -3.02377
H -2.10282 -0.02139 -1.55779
*
```

Formula: C6H7N
Source: OMol25
Level of theory: the ωB97M-V functional and the def2-TZVPD basis

Values from the calculation:
- HOMO level (eV) = -8.2
- largest force on an atom (eV/Å) = 0.58
- frontier orbital gap (eV) = 8.3347
- E (Ha) = -287.2972
- ΔE to the lowest compared entry with this formula, charge and spin (kJ/mol) = 761.4
- molar mass (u) = 93.1

The geometry in ORCA input format:
```
! wB97M-V def2-TZVPD RIJCOSX def2/J DEFGRID3
* xyz 0 1
C 2.09696 0.27889 -0.11802
C 0.93413 1.19668 -0.03084
C -0.91036 -0.70696 -0.78335
C -1.46564 0.54592 -0.14013
C -1.77101 -0.84681 0.33654
N -0.31403 -0.92982 0.57380
C -0.19576 0.59285 0.70301
H 2.92820 0.88623 0.26365
H 2.37422 0.10015 -1.16723
H 2.03653 -0.68289 0.40715
H -0.73151 -1.17994 -1.73158
H -2.12455 1.30950 -0.54593
H -2.56721 -1.53060 0.56897
H -0.23725 0.99280 1.73197
*
```

Formula: C6H7N
Source: OMol25
Level of theory: the ωB97M-V functional and the def2-TZVPD basis

Values from the calculation:
- HOMO level (eV) = -9.9
- largest force on an atom (eV/Å) = 3.78
- frontier orbital gap (eV) = 10.3993
- E (Ha) = -287.3513
- ΔE to the lowest compared entry with this formula, charge and spin (kJ/mol) = 619.5
- molar mass (u) = 93.1

The geometry in ORCA input format:
```
! wB97M-V def2-TZVPD RIJCOSX def2/J DEFGRID3
* xyz 0 1
C 1.68572 -0.62637 -0.00328
C 0.72117 -1.46349 0.12549
C 1.96497 0.72126 0.06019
C 0.00022 -0.04126 -0.10082
C -0.88033 -0.03882 -1.28466
C -0.78122 -0.21792 1.28872
N 0.78264 1.21728 -0.09113
H 2.96032 1.15991 0.15367
H -1.16241 0.91781 -1.68063
H -1.91482 -0.54686 -1.25862
H -0.38318 -0.39201 -2.08858
H -1.34051 0.61645 1.41612
H -0.16014 -0.29241 2.17726
H -1.49241 -1.01358 1.28629
*
```

Formula: C6H7N
Source: OMol25
Level of theory: the ωB97M-V functional and the def2-TZVPD basis

Values from the calculation:
- HOMO level (eV) = -9.4
- largest force on an atom (eV/Å) = 0.25
- frontier orbital gap (eV) = 10.4668
- E (Ha) = -287.5854
- ΔE to the lowest compared entry with this formula, charge and spin (kJ/mol) = 4.9
- structure (SMILES) = Cc1ccccn1
- molar mass (u) = 93.1

The geometry in ORCA input format:
```
! wB97M-V def2-TZVPD RIJCOSX def2/J DEFGRID3
* xyz 0 1
C 2.17681 -0.09619 -0.44295
C 0.72132 -0.06930 -0.05705
C -0.28438 -0.51714 -0.92067
C -1.89813 0.26536 0.66180
C -1.61191 -0.36184 -0.54667
N 0.44721 0.46385 1.13715
C -0.83205 0.63548 1.47059
H 2.31869 0.35545 -1.43053
H 2.58765 -1.11104 -0.47435
H 2.73623 0.48277 0.29484
H -0.02701 -0.94323 -1.88727
H -2.91855 0.48581 0.95690
H -2.41467 -0.70684 -1.19397
H -1.00120 1.11685 2.43216
*
```

Number 3 is which compound? C6H7N

What did the first record say?
Formula: C6H7HgMgO6
Source: OMol25
Level of theory: the ωB97M-V functional and the def2-TZVPD basis

Values from the calculation:
- HOMO level (spin up / spin down) (eV) = -14.9 / -14.8
- largest force on an atom (eV/Å) = 4.22
- frontier orbital gap (spin up / spin down) (eV) = 4.2770 / 4.1644
- E (Ha) = -1036.8946
- ΔE to the lowest compared entry with this formula, charge and spin (kJ/mol) = 293.1
- molar mass (u) = 400.0

The geometry in ORCA input format:
```
! wB97M-V def2-TZVPD RIJCOSX def2/J DEFGRID3
* xyz 2 2
Mg 2.03884 2.50148 -0.20201
O 0.43889 1.35475 -0.48231
O 1.18519 -0.92187 -0.73205
C 2.58204 -1.08308 -1.01699
C 3.23777 -0.46620 0.20818
O 2.28867 0.57327 0.55367
C 1.01459 0.18783 0.01639
H 2.78671 -2.15110 -1.13065
H 2.83754 -0.54515 -1.94020
H 4.20676 -0.00087 0.00989
H 3.30674 -1.16436 1.05051
Hg -6.72892 0.01347 -1.11721
O -4.37072 1.39562 -0.70262
O -2.47629 0.89084 0.36375
C -1.58957 -0.04234 0.72459
C -0.18765 0.36040 0.84639
O -4.03871 -0.71852 -0.11789
C -3.70608 0.46779 -0.22914
H -2.02078 -0.64016 1.54375
H -0.09134 1.05647 1.69133
H -0.71369 -1.06826 0.66262
*
```

What is the ΔE to the lowest compared entry with this formula, charge and spin in the first record? 293.1 kJ/mol

Among the records above, which one has the highest E? number 4